Record 1
Molecular formula: C7H16N2
Method: DFT, ωB97M-V with the def2-TZVPD basis set

As for the energy: -385.58248 Ha. The relative energy (zero: lowest compared OMol25 entry of this formula, charge and spin) is 162.0 kcal per mole. As for the HOMO energy: -6.52 eV. The LUMO energy comes out at 0.717 eV. For the orbital gap, the calculation gives 7.24 eV.

```
25
Properties=species:S:1:pos:R:3:forces:R:3
C 0.497859 -0.972518 1.204865 1.98 2.23 -0.28
C -2.757790 -0.042569 -0.888364 0.26 0.00 -0.58
C -0.164193 -2.232491 0.719947 -0.52 0.34 -0.81
N -1.333582 0.135473 -0.758376 1.78 0.55 0.98
H -0.753807 -0.595393 -1.148427 -0.34 0.27 0.16
H 1.520996 -1.178370 1.508825 0.08 -0.04 0.12
H -0.036203 -0.540471 2.048550 0.00 0.47 -0.35
H -3.076232 0.143130 -1.919268 -0.32 0.26 0.06
H -3.333017 0.575510 -0.198898 0.24 0.08 -0.05
H -2.991793 -1.092852 -0.689170 -0.05 0.04 0.14
H -1.248357 -2.118248 0.653377 0.16 0.07 -0.19
H -0.003595 -3.049389 1.435517 0.35 0.31 -0.03
H 0.228333 -2.547620 -0.251366 -0.05 -0.13 0.09
C 1.901902 1.398265 0.877567 -0.15 -0.44 0.58
C 1.698251 0.014704 -1.053673 -0.08 -0.73 -0.97
N 0.996354 0.511930 0.134844 -0.50 -2.29 0.64
C -0.674164 1.343669 -0.349870 -2.69 1.21 -1.00
C -0.879840 2.598866 -0.275296 0.52 -2.54 1.21
H 2.794736 0.849388 1.198376 -0.07 -0.09 0.05
H 1.027577 -0.026273 -1.916231 -0.15 0.10 0.11
H 2.267727 2.229499 0.265695 -0.51 -0.17 -0.16
H 1.409164 1.808458 1.758326 -0.14 0.01 -0.12
H 2.552897 0.599675 -1.412552 -0.25 0.38 0.59
H 2.095312 -1.000017 -0.969884 -0.01 -0.13 0.44
H -1.738534 3.187643 0.025486 0.45 0.24 -0.61
```
Forces are in eV/Å.



Record 2
Molecular formula: C14H17N7O2S
Method: DFT, ωB97M-V with the def2-TZVPD basis set

As for the energy: -1474.98285 Ha. The relative energy (zero: lowest compared OMol25 entry of this formula, charge and spin) is 423.3 kcal per mole. As for the HOMO energy: -8.34 eV. The LUMO energy comes out at -1.046 eV. For the orbital gap, the calculation gives 7.29 eV.

```
41
Properties=species:S:1:pos:R:3:forces:R:3
C 2.223391 4.508947 0.269248 1.25 0.98 0.58
H 2.622705 5.528140 -0.013026 -0.12 -0.98 0.82
O 1.240813 4.339252 -0.690935 -2.28 -3.61 0.10
C 0.725862 2.875550 -0.729245 -1.06 1.91 -0.24
C -0.114428 2.290265 0.380883 -2.30 8.31 5.17
N -0.450877 0.964283 0.526650 1.30 -1.58 0.01
C -1.707339 0.387573 0.462062 1.13 6.54 -4.08
N -2.669105 1.341930 0.226060 0.26 -2.81 1.90
C -3.906040 0.747100 0.285540 5.44 -5.32 -0.77
N -5.016111 1.193080 0.449293 -1.77 8.94 0.23
O -5.951201 0.388495 0.577310 0.97 -5.16 -0.68
N -5.365923 -0.902341 0.442040 1.38 -5.10 0.53
C -3.964830 -0.898320 0.314818 -13.07 13.15 0.89
N -2.907692 -1.449679 0.312261 3.38 -9.08 -1.33
C -1.778789 -0.962381 0.005103 -2.04 0.81 4.00
N -0.792108 -1.805703 -0.007060 4.10 -1.61 -2.53
C -0.989539 -3.360159 -0.191410 -3.87 4.30 -3.02
C 0.176485 -3.868279 -0.797876 -0.40 3.79 -6.02
C 0.845550 -2.571284 -1.811603 -12.86 -0.20 3.31
H 1.765664 -2.729627 -1.882001 7.81 -0.90 -1.09
H 0.117840 -2.611942 -2.760328 2.17 0.47 1.92
C 0.356285 -1.335368 -0.729216 4.58 -3.41 -1.78
C 1.639571 -1.045445 0.067919 -6.47 -6.79 1.75
N 2.491705 -0.229449 -0.062280 -6.57 4.68 -9.93
C 3.513367 -0.087552 0.472414 2.85 -8.87 11.27
C 3.422020 -1.117826 1.722062 -3.13 -0.03 -5.21
S 1.913634 -2.238415 1.492345 3.56 4.34 -0.44
H 3.991268 -1.143736 2.560155 1.79 -0.48 2.41
H 4.250953 0.398756 0.726273 7.15 6.33 0.59
H 0.356383 -0.586374 -1.444401 -1.40 2.10 -0.89
H -0.014055 -4.592320 -1.508188 -0.48 -1.86 -1.15
H 0.912952 -4.109818 -0.242512 4.91 -1.90 4.17
H -1.223910 -3.556346 0.765668 -0.92 -1.81 3.15
H -1.936423 -3.455565 -0.891270 1.75 0.04 1.62
H 0.379280 0.387586 0.490740 -0.67 -0.16 0.41
H 0.465657 2.890405 1.482615 -1.50 -2.31 -2.66
H -1.072179 2.990552 0.394202 1.60 -1.95 0.14
H 1.540043 2.260869 -0.549852 2.46 -1.13 -1.78
H 0.022662 2.865306 -1.575475 1.36 -0.31 -0.52
H 1.793309 4.537550 1.338246 0.97 -0.19 -1.45
H 3.093149 3.762293 0.122762 -1.26 0.86 0.58
```
Forces are in eV/Å.



Question: What is the formula in the first record?
Answer: C7H16N2



Question: Which value of relative energy (zero: lowest compared OMol25 entry of this formula, charge and spin) does entry 2 give?
Answer: 423.3 kcal per mole



Please write out number 2 again, unchanged.
Molecular formula: C14H17N7O2S
Method: DFT, ωB97M-V with the def2-TZVPD basis set

As for the energy: -1474.98285 Ha. The relative energy (zero: lowest compared OMol25 entry of this formula, charge and spin) is 423.3 kcal per mole. As for the HOMO energy: -8.34 eV. The LUMO energy comes out at -1.046 eV. For the orbital gap, the calculation gives 7.29 eV.

```
41
Properties=species:S:1:pos:R:3:forces:R:3
C 2.223391 4.508947 0.269248 1.25 0.98 0.58
H 2.622705 5.528140 -0.013026 -0.12 -0.98 0.82
O 1.240813 4.339252 -0.690935 -2.28 -3.61 0.10
C 0.725862 2.875550 -0.729245 -1.06 1.91 -0.24
C -0.114428 2.290265 0.380883 -2.30 8.31 5.17
N -0.450877 0.964283 0.526650 1.30 -1.58 0.01
C -1.707339 0.387573 0.462062 1.13 6.54 -4.08
N -2.669105 1.341930 0.226060 0.26 -2.81 1.90
C -3.906040 0.747100 0.285540 5.44 -5.32 -0.77
N -5.016111 1.193080 0.449293 -1.77 8.94 0.23
O -5.951201 0.388495 0.577310 0.97 -5.16 -0.68
N -5.365923 -0.902341 0.442040 1.38 -5.10 0.53
C -3.964830 -0.898320 0.314818 -13.07 13.15 0.89
N -2.907692 -1.449679 0.312261 3.38 -9.08 -1.33
C -1.778789 -0.962381 0.005103 -2.04 0.81 4.00
N -0.792108 -1.805703 -0.007060 4.10 -1.61 -2.53
C -0.989539 -3.360159 -0.191410 -3.87 4.30 -3.02
C 0.176485 -3.868279 -0.797876 -0.40 3.79 -6.02
C 0.845550 -2.571284 -1.811603 -12.86 -0.20 3.31
H 1.765664 -2.729627 -1.882001 7.81 -0.90 -1.09
H 0.117840 -2.611942 -2.760328 2.17 0.47 1.92
C 0.356285 -1.335368 -0.729216 4.58 -3.41 -1.78
C 1.639571 -1.045445 0.067919 -6.47 -6.79 1.75
N 2.491705 -0.229449 -0.062280 -6.57 4.68 -9.93
C 3.513367 -0.087552 0.472414 2.85 -8.87 11.27
C 3.422020 -1.117826 1.722062 -3.13 -0.03 -5.21
S 1.913634 -2.238415 1.492345 3.56 4.34 -0.44
H 3.991268 -1.143736 2.560155 1.79 -0.48 2.41
H 4.250953 0.398756 0.726273 7.15 6.33 0.59
H 0.356383 -0.586374 -1.444401 -1.40 2.10 -0.89
H -0.014055 -4.592320 -1.508188 -0.48 -1.86 -1.15
H 0.912952 -4.109818 -0.242512 4.91 -1.90 4.17
H -1.223910 -3.556346 0.765668 -0.92 -1.81 3.15
H -1.936423 -3.455565 -0.891270 1.75 0.04 1.62
H 0.379280 0.387586 0.490740 -0.67 -0.16 0.41
H 0.465657 2.890405 1.482615 -1.50 -2.31 -2.66
H -1.072179 2.990552 0.394202 1.60 -1.95 0.14
H 1.540043 2.260869 -0.549852 2.46 -1.13 -1.78
H 0.022662 2.865306 -1.575475 1.36 -0.31 -0.52
H 1.793309 4.537550 1.338246 0.97 -0.19 -1.45
H 3.093149 3.762293 0.122762 -1.26 0.86 0.58
```
Forces are in eV/Å.



Question: energy of number 1 (C7H16N2)?
Answer: -385.58248 Ha